[1]
Molecular formula: C3H4NaO4Tl
Method: DFT, ωB97M-V/def2-TZVPD

Computed properties:
HOMO-LUMO gap (alpha / beta): 8.79 / 10.17 eV
highest occupied orbital energy (alpha / beta): -12.22 / -13.63 eV
spin multiplicity: 2
total charge: +1
LUMO energy (alpha / beta): -0.12598 / -0.12697 Ha

Last column: Mulliken charge in e.
Cartesian coordinates (Å):
H (2.7144, 0.4707, -2.7927)  0.27
C (2.2990, 1.3306, -2.2610)  -0.22
C (2.8353, 2.2470, -1.2815)  -0.21
O (1.8253, 1.2295, -0.9800)  -0.38
H (3.7993, 2.0538, -0.8045)  0.24
H (2.4573, 3.2705, -1.2357)  0.23
O (-1.3439, -0.8869, 1.1779)  -0.70
C (-2.1829, -1.7242, 1.5475)  0.74
O (-1.9976, -2.2635, 2.7699)  -0.44
Na (0.3497, 0.1764, 0.3724)  1.16
H (-2.8352, -2.7111, 3.0061)  0.33
Tl (-4.5841, -1.3076, -0.5769)  0.64
O (-3.3367, -1.8852, 1.0584)  -0.66

[2]
Molecular formula: C3H4NdO3
Method: DFT, ωB97M-V/def2-TZVPD

Computed properties:
HOMO-LUMO gap (alpha / beta): 4.81 / 8.89 eV
highest occupied orbital energy (alpha / beta): -23.18 / -23.68 eV
spin multiplicity: 4
total charge: +3
LUMO energy (alpha / beta): -0.67509 / -0.54365 Ha

Last column: Mulliken charge in e.
Cartesian coordinates (Å):
C (-0.7324, 1.2837, 0.6001)  -0.94
C (-0.8006, -0.0329, 1.1113)  0.36
O (-0.1583, -1.0584, 0.6218)  -0.20
C (0.6473, -1.0633, -0.4995)  1.11
O (1.1781, 0.0071, -0.9151)  -0.77
O (0.6254, -2.0779, -1.2002)  -0.62
H (0.2937, 1.2526, -0.1942)  0.43
H (-1.1483, -0.2278, 2.1305)  0.43
H (-1.4762, 1.3927, -0.2042)  0.42
Nd (2.5211, -1.4726, -2.8618)  2.40
H (-0.9498, 1.9968, 1.4113)  0.37

[3]
Molecular formula: C3H4O
Method: DFT, ωB97M-V/def2-TZVPD

Computed properties:
SMILES string: C=CC=O
HOMO-LUMO gap: 10.15 eV
highest occupied orbital energy: -10.05 eV
LUMO energy: 0.00355 Ha

Last column: Mulliken charge in e.
Cartesian coordinates (Å):
C (-0.2171, 1.2356, -0.8748)  -0.57
C (0.3899, 0.0611, -0.8071)  -0.17
C (0.2701, -0.7831, 0.4055)  0.11
H (-0.0909, 1.9019, -1.7427)  0.25
H (-0.8442, 1.5385, -0.0560)  0.25
H (1.0243, -0.2999, -1.6091)  0.30
H (0.8873, -1.7223, 0.3667)  0.29
O (-0.4542, -0.5624, 1.3374)  -0.46

| no. | electronic energy (eV) |
| --- | --- |
| 1 | -20468.87125 |
| 2 | -24558.19959 |
| 3 | -5222.08032 |